ORCA calculation (ωB97M-V with the def2-TZVPD basis set) on a structure of composition C46H50N7O2PdS4.

```
110
C46H50N7O2PdS4 (ωB97M-V with the def2-TZVPD basis set)
Pd 0.9932 -0.6334 1.2973
C 2.5988 3.9723 -0.1228
C 2.8887 2.8572 0.8771
C 3.3861 3.4509 2.1987
C 3.8601 1.8189 0.3580
C 4.8072 2.1224 -0.6122
C 5.6880 1.1586 -1.0796
C 5.6168 -0.1344 -0.5926
C 4.6782 -0.4810 0.3747
C 4.6004 -1.9061 0.8852
C 4.6256 -2.9357 -0.2449
C 5.7129 -2.1752 1.9022
C 3.8198 0.5116 0.8623
N 2.8141 0.1471 1.7985
C 3.1245 0.0730 3.1021
O 4.1743 0.3948 3.6543
C 2.0171 -0.5526 3.9237
C 2.0285 -0.7205 5.2944
C 0.9741 -1.4137 5.8788
C -0.0404 -1.9473 5.0929
C 0.0095 -1.7357 3.7282
N 1.0103 -1.0400 3.2091
C -0.9569 -2.2935 2.7113
O -1.7924 -3.1245 3.0704
N -0.7372 -1.8201 1.4750
C -1.5405 -2.3487 0.4280
C -0.9890 -3.3290 -0.4114
C -1.7463 -3.8060 -1.4760
C -3.0322 -3.3418 -1.6986
C -3.5705 -2.3812 -0.8573
C -2.8398 -1.8586 0.2070
C -3.4234 -0.7599 1.0750
C -4.3365 0.1907 0.3000
C -4.1869 -1.3341 2.2743
C 0.3939 -3.8847 -0.1363
C 1.1782 -4.2148 -1.4044
C 0.2871 -5.1087 0.7788
H 1.7742 4.5859 0.2443
H 2.3128 3.5774 -1.0995
H 3.4628 4.6297 -0.2554
H 1.9486 2.3413 1.0929
H 4.2982 4.0318 2.0290
H 3.6168 2.6763 2.9283
H 2.6261 4.1119 2.6209
H 4.8528 3.1244 -1.0191
H 6.4208 1.4156 -1.8354
H 6.2953 -0.8884 -0.9739
H 3.6406 -2.0155 1.3950
H 5.5974 -2.9687 -0.7428
H 3.8629 -2.7101 -0.9929
H 4.4298 -3.9338 0.1548
H 6.6913 -2.1036 1.4183
H 5.6171 -3.1796 2.3233
H 5.6790 -1.4482 2.7137
H 2.8586 -0.3186 5.8579
H 0.9527 -1.5542 6.9520
H -0.8609 -2.5235 5.4961
H -1.3304 -4.5581 -2.1356
H -3.6155 -3.7295 -2.5256
H -4.5743 -2.0194 -1.0416
H -2.5873 -0.1749 1.4716
H -5.2488 -0.3090 -0.0361
H -3.8459 0.6216 -0.5790
H -4.6331 1.0124 0.9513
H -3.6201 -2.1164 2.7754
H -5.1394 -1.7595 1.9423
H -4.4004 -0.5387 2.9914
H 0.9498 -3.1143 0.4012
H 0.7489 -5.0647 -1.9411
H 2.2065 -4.4764 -1.1474
H 1.2097 -3.3563 -2.0789
H -0.2491 -5.9158 0.2713
H -0.2586 -4.8649 1.6911
H 1.2802 -5.4771 1.0490
N -1.0126 0.1751 -1.7840
C 0.1739 -0.3043 -2.1088
S 1.4647 -0.4735 -1.0225
N 0.4046 -0.6300 -3.4005
C -0.5448 -0.5083 -4.4517
C -0.8799 -1.6295 -5.2008
C -1.7911 -1.5145 -6.2395
C -2.3858 -0.2906 -6.5126
C -2.0549 0.8232 -5.7527
C -1.1243 0.7257 -4.7295
H -1.1746 0.3712 -0.8093
H -1.8183 0.0348 -2.3749
H 1.2702 -1.1139 -3.5758
H -0.4333 -2.5858 -4.9565
H -2.0488 -2.3878 -6.8247
H -3.1074 -0.2055 -7.3147
H -2.5134 1.7818 -5.9580
H -0.8589 1.5981 -4.1417
S -1.6297 4.2543 -2.5857
C -1.6231 3.7819 -0.9756
S -0.3260 2.8993 -0.2558
C -1.1795 2.7986 1.2849
N -2.3022 3.4594 1.2566
N -2.5362 3.9870 -0.0113
C -3.7560 4.7094 -0.1433
C -4.1192 5.5774 0.8783
C -5.3113 6.2768 0.7892
C -6.1419 6.1091 -0.3110
C -5.7764 5.2279 -1.3176
C -4.5860 4.5200 -1.2380
S -0.4885 1.9038 2.5477
H -3.4695 5.6786 1.7360
H -5.5919 6.9543 1.5856
H -7.0729 6.6574 -0.3789
H -6.4232 5.0809 -2.1733
H -4.2960 3.8321 -2.0174
```

Properties
* orbital gap: 6.8 eV
* energy relative to the best compared isomer or geometry (same formula, charge and spin): 0.000 eV
* net charge: -1
* max |F|: 0.6 eV Å⁻¹
* electronic energy: -109867.011 eV
* highest occupied orbital energy: -4.63 eV

Results of the Mulliken charge analysis, in e, for atoms 1 through 99: -0.28, -2.30, 3.44, -1.61, 0.79, -0.64, -1.45, -0.71, 1.00, 1.41, -1.47, -1.74, -1.11, 2.91, -0.12, -0.79, -0.71, -0.60, -0.55, -0.59, -0.91, 0.18, 0.19, -0.84, 2.55, -0.01, 0.80, -0.93, -1.52, -0.70, 0.51, 1.59, -1.80, -1.73, 2.40, -1.40, -1.62, 0.46, 0.48, 0.52, -1.87, 0.38, 0.26, 0.39, 0.33, 0.36, 0.32, -0.61, 0.37, 0.20, 0.46, 0.33, 0.43, 0.39, 0.56, 0.43, 0.57, 0.32, 0.39, 0.27, -0.41, 0.43, 0.26, 0.46, 0.37, 0.37, 0.42, -1.20, 0.50, 0.30, 0.06, 0.35, 0.36, 0.38, 0.88, -0.04, -0.60, 0.10, -0.28, -0.27, -0.67, -0.38, -0.63, -0.04, -1.03, 0.36, 0.36, 0.37, 0.37, 0.39, 0.43, 0.44, -0.33, 0.08, -0.01, 0.13, -0.88, 0.85, 0.13



ORCA calculation (ωB97M-V with the def2-TZVPD basis set) on a cluster of 12 separate species, C56H138Br4N8O5 in total in a non-equilibrium geometry.

```
211
C56H138Br4N8O5 (ωB97M-V with the def2-TZVPD basis set)
C -1.2688 5.5710 -5.3497
C -1.1486 5.9043 -3.8884
C 0.1409 6.6439 -3.5264
N 0.3795 6.7349 -2.0111
C -0.6106 7.6342 -1.4165
C 1.8110 7.2476 -1.7555
C 2.0549 6.8254 -0.3250
C 1.5083 5.4172 -0.1705
C 0.4127 5.3585 -1.2377
H -2.2432 5.0347 -5.5402
H -0.5052 4.8916 -5.7484
H -1.3402 6.4512 -6.0081
H -1.0796 4.9455 -3.3506
H -2.0501 6.4807 -3.6348
H 0.1094 7.6455 -3.8769
H 0.9959 6.0799 -3.9076
H -0.4686 8.6160 -1.8138
H -0.4579 7.6532 -0.3548
H -1.6480 7.4068 -1.6501
H 1.8337 8.2886 -2.0405
H 2.4035 6.6443 -2.4665
H 1.6126 7.4056 0.4382
H 3.1080 6.9006 -0.1101
H 1.1502 5.0562 0.8046
H 2.2471 4.6183 -0.4868
H -0.6060 5.2651 -0.9049
H 0.5904 4.6344 -2.0531
C -3.1845 -1.5401 -5.1433
C -2.9571 -2.8809 -4.5377
C -4.2778 -3.4697 -4.1132
N -4.2250 -4.8472 -3.4497
C -3.4231 -4.7625 -2.1418
C -3.6109 -5.8686 -4.3423
C -4.7992 -6.5302 -4.9886
C -5.7624 -6.6955 -3.7467
C -5.6081 -5.3031 -3.1510
H -2.2343 -1.0534 -5.3235
H -3.7142 -0.8438 -4.4749
H -3.6886 -1.5520 -6.1195
H -2.4450 -2.8560 -3.5969
H -2.4464 -3.5382 -5.2006
H -4.9106 -3.7529 -4.9428
H -4.7694 -2.8066 -3.3889
H -3.7473 -3.9229 -1.4676
H -2.4291 -4.7793 -2.5099
H -3.5105 -5.7443 -1.7175
H -2.9855 -6.5641 -3.8715
H -2.9774 -5.3346 -5.0298
H -4.4057 -7.4691 -5.4002
H -5.2754 -5.8965 -5.7363
H -5.3670 -7.4855 -3.1429
H -6.7991 -7.0225 -4.0234
H -5.7871 -5.2460 -2.1039
H -6.2889 -4.5737 -3.6092
C 6.5593 4.6114 5.0134
C 6.8087 3.5679 3.9402
C 5.7862 3.8298 2.8301
N 5.8839 2.7555 1.7340
C 7.2015 2.5413 1.2085
C 4.9447 3.0872 0.6372
C 3.5527 2.9112 1.2262
C 3.6797 1.8029 2.2798
C 5.1839 1.4309 2.2050
H 5.6045 4.4907 5.5313
H 6.6105 5.6073 4.5809
H 7.1985 4.6074 5.9033
H 6.6802 2.5440 4.2647
H 7.7838 3.5918 3.5035
H 6.0292 4.7522 2.2972
H 4.7589 3.9548 3.1386
H 7.6413 1.9615 2.0337
H 7.7011 3.4660 1.0698
H 7.1621 1.8895 0.3752
H 5.1589 2.3019 -0.1659
H 5.2753 4.1005 0.3018
H 2.8198 2.6911 0.4923
H 3.1633 3.8485 1.5962
H 3.0793 0.9501 2.0001
H 3.4362 2.2935 3.1958
H 5.2827 0.6884 1.3994
H 5.6801 1.1821 3.1604
C -7.9915 -0.8831 2.3048
C -7.6496 0.5591 2.5676
C -7.2125 1.1371 1.2313
O -7.0724 2.5078 1.4684
C -6.4245 3.1827 0.4478
N -8.8804 1.3182 2.9510
H -8.7792 2.3359 2.7153
H -9.7494 0.9755 2.4942
H -9.1340 1.2128 3.9384
H -7.0166 -1.4025 2.1467
H -8.5331 -1.0146 1.3587
H -8.5438 -1.4119 3.0703
H -7.0149 0.6250 3.4792
H -8.0156 1.0084 0.4806
H -6.2880 0.6011 0.9269
H -6.6028 2.7290 -0.5101
H -5.3375 3.2596 0.5621
H -6.8347 4.1609 0.2976
C -1.3919 1.1455 -1.0079
C -0.4240 0.0417 -0.5794
C 0.0521 -0.8691 -1.7801
O 0.2232 -2.2157 -1.2909
C 1.1437 -2.8632 -2.2147
N 0.8371 0.7191 0.0338
H 1.5566 -0.0495 0.1543
H 1.2201 1.3554 -0.7030
H 0.5925 1.1441 0.8951
H -2.2492 0.6277 -1.3971
H -1.0432 1.7587 -1.8239
H -1.6753 1.8048 -0.1971
H -0.8701 -0.5671 0.2229
H 1.0301 -0.4470 -2.2455
H -0.6848 -0.8370 -2.5787
H 0.8768 -2.5940 -3.2194
H 1.1141 -3.8809 -1.9071
H 2.1662 -2.4955 -1.9912
C -3.3376 1.4082 5.8671
C -4.1724 2.2754 6.7680
N -3.3781 3.3169 7.5786
C -2.8482 4.3602 6.6083
C -4.4566 3.9875 8.4376
C -4.8230 3.2546 9.7262
C -2.2190 2.6952 8.4179
C -1.4788 3.7049 9.3394
O -0.9116 4.8320 8.7616
C 0.2851 4.7420 8.0923
H -4.0893 0.7722 5.3014
H -2.6656 0.7296 6.3502
H -2.7417 1.9225 5.0860
H -4.7037 1.6644 7.4804
H -4.8508 2.8590 6.1484
H -2.1812 5.0343 7.1548
H -3.6544 4.8043 6.0080
H -2.3082 3.6895 5.8731
H -5.3254 4.1719 7.8421
H -4.0410 4.9377 8.7102
H -5.1575 2.2709 9.3247
H -5.6258 3.8310 10.1953
H -4.0617 3.0073 10.4459
H -1.5344 2.1555 7.7773
H -2.6549 1.9661 9.1109
H -0.6426 3.2099 9.7530
H -2.2274 4.0796 10.0522
H 1.1096 4.4060 8.7474
H 0.5360 5.6899 7.7155
H 0.1604 4.1049 7.2121
C 5.6650 -2.1042 -8.8961
C 4.7961 -1.2253 -8.0120
N 5.0172 -1.3475 -6.5217
C 6.4715 -1.0526 -6.1880
C 4.1016 -0.2532 -5.8355
C 4.1564 -0.2726 -4.3667
C 4.6535 -2.7515 -5.9821
C 3.4879 -3.4669 -6.6106
O 2.2896 -2.8276 -6.2885
C 1.1602 -3.5938 -6.7249
H 5.6401 -1.7531 -9.9229
H 5.4497 -3.1623 -8.8135
H 6.7382 -1.9841 -8.6408
H 3.7367 -1.3855 -8.2113
H 4.8913 -0.1631 -8.3366
H 7.1177 -1.7342 -6.7924
H 6.6518 -1.1790 -5.1002
H 6.6206 -0.0422 -6.4907
H 3.1469 -0.2315 -6.3142
H 4.5174 0.6431 -6.2399
H 5.1559 -0.4019 -3.9192
H 3.4935 -1.0288 -3.8864
H 3.7850 0.7343 -4.0159
H 4.6024 -2.5869 -4.8865
H 5.5655 -3.3060 -6.2327
H 3.5190 -4.4516 -6.2338
H 3.5837 -3.5064 -7.6846
H 1.1499 -4.6480 -6.4504
H 0.9660 -3.4803 -7.7837
H 0.3303 -3.1290 -6.2418
C 3.2780 -5.3984 0.2521
C 1.9241 -6.1619 0.4544
N 1.0544 -5.7173 1.6027
C 0.5650 -4.2571 1.3536
C -0.1222 -6.5893 1.7562
C -1.0982 -6.5149 0.5655
C 1.7660 -5.5383 2.9916
C 2.6398 -6.7821 3.2933
O 1.8931 -7.9280 3.2976
C 2.5878 -8.9963 3.8663
H 3.0803 -4.4780 -0.2815
H 4.0029 -6.0119 -0.2426
H 3.7227 -5.1224 1.1959
H 2.0484 -7.2272 0.6673
H 1.3002 -6.1316 -0.4483
H 1.4017 -3.5649 1.1465
H -0.0803 -3.9286 2.1992
H 0.0272 -4.2536 0.4217
H -0.5923 -6.2989 2.6859
H 0.2083 -7.6367 1.9401
H -1.4257 -5.5518 0.3274
H -1.9804 -7.1225 0.7137
H -0.6405 -6.9499 -0.3359
H 1.0632 -5.3838 3.8444
H 2.4772 -4.7066 2.9322
H 3.0165 -6.4720 4.3070
H 3.4669 -6.8244 2.5792
H 2.1016 -9.9275 3.5117
H 2.7578 -8.9908 4.9338
H 3.6292 -9.0108 3.4325
Br -0.5395 2.7249 2.8463
Br 3.0318 -1.7329 0.7816
Br 2.1758 2.6727 -2.4765
Br -4.5628 -1.5331 -0.7711
```

Properties
* orbital gap: 7.1 eV
* net charge: +4
* max |F|: 3.7 eV Å⁻¹
* electronic energy: -362604.481 eV
* highest occupied orbital energy: -13.48 eV

Results of the Mulliken charge analysis, in e, for atoms 1 through 99: -1.47, 0.25, -0.88, 0.33, -1.03, -0.56, -1.30, 1.02, -0.51, 0.37, 0.34, 0.38, 0.10, 0.24, 0.53, 0.35, 0.37, 0.44, 0.32, 0.44, 0.44, 0.34, 0.55, 0.49, -0.58, 0.13, -0.19, -1.61, 0.49, -0.99, 0.47, -1.27, -0.49, -0.58, -0.66, -0.41, 0.41, 0.33, 0.43, -0.03, 0.17, 0.52, 0.34, -0.45, 0.64, 0.85, 0.49, 0.05, 0.41, 0.31, 0.32, 0.38, 0.36, 0.39, -1.40, -0.20, -0.82, 0.19, -1.04, -0.72, 1.25, -0.46, -0.74, 0.35, 0.35, 0.41, 0.29, 0.44, 0.45, 0.29, 0.50, 0.31, 0.39, 0.29, 0.36, -1.12, 0.08, 0.33, 0.32, 0.54, 0.32, -1.44, 0.30, -0.38, -0.42, -0.86, -0.27, 0.37, 0.36, 0.37, 0.36, 0.38, 0.45, 0.13, 0.38, 0.27, 0.37, 0.28, 0.32